(P)
A 2-piece molecular cluster, C2H4O4S overall, computed with the ωB97M-V functional and the def2-TZVPD basis.

Output
Gap between HOMO and LUMO   10.3 eV
Lowest unoccupied orbital energy   0.158 eV
HOMO energy   -10.145 eV

CARTESIAN COORDINATES (ANGSTROEM)
H  2.6966  -0.5134  -2.9171
H  -2.2961  -1.0277  0.7217
H  -0.5271  1.4546  1.9381
H  1.7459  0.5914  -2.9517
O  1.3445  -0.1813  0.3655
S  0.1747  -0.8182  -0.0469
O  -0.9505  0.3478  -0.3582
O  1.8136  -0.3026  -2.7179
C  -1.1349  0.5131  2.0094
O  -1.5445  0.2730  3.1060
C  -1.3221  -0.3366  0.8511

natural (NBO) atomic charges, in units of e:
1 H 0.47
2 H 0.24
3 H 0.14
4 H 0.47
5 O -0.89
6 S 1.55
7 O -0.65
8 O -0.93
9 C 0.37
10 O -0.49
11 C -0.27

=====

(Q)
One molecule with the formula C2H4O4S, computed with the ωB97M-V functional and the def2-TZVPD basis.

Output
Gap between HOMO and LUMO   11.3 eV
Lowest unoccupied orbital energy   0.817 eV
HOMO energy   -10.470 eV

CARTESIAN COORDINATES (ANGSTROEM)
C  0.0443  -0.3537  -0.7195
O  1.5155  1.6099  0.1118
H  -0.9345  2.3852  0.7279
H  1.0463  -0.6952  -1.0051
H  -0.6874  -1.1098  -1.0345
S  0.5835  2.1877  -0.8269
H  0.5640  -0.9737  1.3257
O  -0.7467  0.5507  1.3697
O  -0.5969  2.9310  -0.0009
O  -0.2830  0.8353  -1.3774
C  -0.0405  -0.2258  0.7847

natural (NBO) atomic charges, in units of e:
1 C -0.19
2 O -0.94
3 H 0.52
4 H 0.20
5 H 0.23
6 S 1.76
7 H 0.12
8 O -0.57
9 O -0.89
10 O -0.70
11 C 0.45

=====

Energies relative to the most stable structure are (P) 1.624; (Q) 0.000, reported in eV.

=====

(P)
A 2-piece molecular cluster, C2H8N4 overall, computed with the ωB97M-V functional and the def2-TZVPD basis.

Output
Gap between HOMO and LUMO   8.6 eV
Lowest unoccupied orbital energy   0.073 eV
HOMO energy   -8.490 eV

CARTESIAN COORDINATES (ANGSTROEM)
N  1.0170  0.1570  0.2214
N  -0.6917  -1.8618  0.4038
H  -2.7725  -1.7704  0.1437
H  -0.8111  -2.5221  1.1758
N  2.6562  1.1514  -0.9707
N  2.0688  0.1357  -0.6012
C  0.0573  1.2143  0.2471
H  -0.9148  0.7302  0.5546
H  0.4989  -0.8723  0.2674
H  -0.1644  1.6644  -0.7323
H  0.3717  2.0012  0.9378
H  -1.7380  -0.7400  -0.9265
H  2.2038  2.0488  -0.7032
C  -1.7812  -1.3365  -0.0177

natural (NBO) atomic charges, in units of e:
1 N -0.49
2 N -0.60
3 H 0.17
4 H 0.36
5 N -0.44
6 N 0.03
7 C -0.46
8 H 0.20
9 H 0.41
10 H 0.19
11 H 0.20
12 H 0.18
13 H 0.26
14 C -0.02

=====

(Q)
A 2-piece molecular cluster, C2H8N4 overall, computed with the ωB97M-V functional and the def2-TZVPD basis.

Output
Gap between HOMO and LUMO   9.7 eV
Lowest unoccupied orbital energy   0.765 eV
HOMO energy   -8.983 eV

CARTESIAN COORDINATES (ANGSTROEM)
N  1.8938  -0.0126  -0.3898
H  -1.9398  0.9639  0.5990
H  -1.1883  -0.0800  -2.0541
H  -0.2024  0.5608  -0.7428
C  2.0855  -0.6855  0.6640
H  2.3924  -1.7307  0.6625
N  -3.4347  0.4731  -0.6999
H  -3.5153  0.1384  -1.6637
N  -1.1016  0.3427  -1.1480
H  1.6857  -0.7263  2.6391
N  1.9921  -0.1047  1.9083
H  1.5370  0.7959  1.8711
H  2.0078  -0.5484  -1.2433
C  -2.2121  0.6134  -0.4023

natural (NBO) atomic charges, in units of e:
1 N -0.75
2 H 0.15
3 H 0.38
4 H 0.42
5 C 0.29
6 H 0.15
7 N -0.72
8 H 0.31
9 N -0.84
10 H 0.39
11 N -0.81
12 H 0.39
13 H 0.35
14 C 0.29

=====

Energies relative to the most stable structure are (P) 3.378; (Q) 0.000, reported in eV.

=====

(P)
A 4-piece molecular cluster, H7O3S overall, computed with the ωB97M-V functional and the def2-TZVPD basis.

Output
Gap between HOMO and LUMO   6.7 eV
Lowest unoccupied orbital energy   3.566 eV
Charge   -1
HOMO energy   -3.089 eV

CARTESIAN COORDINATES (ANGSTROEM)
H  0.0811  -1.8266  -0.9534
H  -1.4724  1.0060  -0.5849
H  -1.4303  1.9536  0.4195
O  0.1349  0.6619  2.5234
H  0.3373  0.5797  -2.0791
H  0.8317  0.2742  2.0128
O  -1.5554  1.0409  0.3052
H  1.5161  -2.1154  -0.8808
O  0.6699  -2.5157  -0.7667
H  -0.7743  0.5016  2.0434
S  1.6615  0.4398  -2.0393

natural (NBO) atomic charges, in units of e:
1 H 0.47
2 H 0.47
3 H 0.47
4 O -0.99
5 H 0.05
6 H 0.48
7 O -0.93
8 H 0.49
9 O -0.97
10 H 0.50
11 S -1.04

=====

(Q)
A 4-piece molecular cluster, H7O3S overall, computed with the ωB97M-V functional and the def2-TZVPD basis.

Output
Gap between HOMO and LUMO   7.3 eV
Lowest unoccupied orbital energy   3.917 eV
Charge   -1
HOMO energy   -3.363 eV

CARTESIAN COORDINATES (ANGSTROEM)
H  0.3526  1.0043  -2.3309
O  1.3343  -2.7236  -2.1197
O  1.2455  0.9196  2.6773
H  1.0078  -2.0443  -2.7540
S  0.2690  0.3992  -1.1098
H  1.0349  -2.2799  -1.3228
H  -3.5537  1.0930  0.9371
H  0.7796  1.1571  1.8438
O  -2.9347  1.0212  1.6794
H  1.2028  -0.0376  2.8226
H  -2.1026  1.2412  1.2831

natural (NBO) atomic charges, in units of e:
1 H 0.10
2 O -0.98
3 O -0.97
4 H 0.48
5 S -1.09
6 H 0.49
7 H 0.46
8 H 0.50
9 O -0.95
10 H 0.47
11 H 0.49

=====

Energies relative to the most stable structure are (P) 0.539; (Q) 0.000, reported in eV.